A single C20H24N2O5S molecule in a non-equilibrium geometry. Source: the OMol25 dataset; level of theory: ωB97M-V/def2-TZVPD.

XYZ file:
```
52
Properties=species:S:1:pos:R:3:forces:R:3
S -4.94437 0.92089 -0.89909 0.34 -0.41 0.26
O -5.41979 2.11191 -0.24643 0.19 -0.09 0.16
O -8.17557 -0.39204 0.91908 -0.10 -0.16 0.07
O 1.39193 -1.76966 -0.55543 -0.06 -0.25 -0.22
O -5.12086 0.80942 -2.31644 0.04 -0.25 -0.10
O 5.05052 0.27371 -1.03291 0.17 0.29 0.03
N -5.57533 -0.47718 -0.20675 0.47 0.75 -0.58
N 0.76528 0.12892 0.54324 0.02 0.31 0.19
C 8.48724 -0.27533 0.18931 0.11 0.10 0.04
C 6.32306 0.43839 -0.56992 0.12 0.20 0.07
C 4.06509 -1.57427 0.23448 -0.02 0.35 -0.18
C -8.00962 -0.37173 -0.48263 0.11 -0.17 -0.24
C 1.65207 -0.85363 0.18715 0.25 0.36 0.40
C -1.21248 -0.58278 -0.71164 0.01 -0.14 -0.12
C 8.88906 1.03823 0.33964 0.16 -0.06 0.05
C -2.59596 1.56932 0.38449 -0.07 0.08 0.00
C -2.53960 -0.37165 -1.03334 0.07 0.06 0.03
C -1.26980 1.36600 0.71181 0.06 -0.13 -0.09
C 3.00290 -0.67470 0.86287 0.23 -0.38 -0.16
C -6.71029 -1.07080 -0.88791 -0.54 0.09 -0.32
C -0.56749 0.28671 0.16967 -0.39 0.03 -0.08
C -7.10988 0.27015 1.56567 0.27 0.08 0.15
C 8.00351 2.05879 0.02989 -0.04 -0.01 -0.01
C 4.49787 -1.02313 -1.12717 -0.16 -0.51 0.11
C 7.21350 -0.58358 -0.26029 -0.31 -0.17 -0.13
C -3.22270 0.69670 -0.48455 -0.59 0.19 -0.05
C -5.76781 -0.38827 1.22704 -0.24 0.18 0.51
C 6.73362 1.76448 -0.41960 -0.17 -0.11 -0.05
H 9.88292 1.26689 0.69268 0.08 0.02 0.03
H -0.66872 -1.41139 -1.13288 -0.03 0.00 -0.01
H -6.53388 -0.96689 -1.95774 -0.16 -0.19 -0.01
H -7.98232 0.66735 -0.84378 -0.08 -0.07 0.00
H 2.88128 -0.91971 1.92135 -0.04 0.08 0.01
H -4.94318 0.19436 1.63887 -0.01 -0.09 0.23
H -7.31581 0.20441 2.63543 0.08 0.05 -0.04
H -0.77110 2.04449 1.38939 0.04 0.07 0.07
H -3.15703 2.39864 0.78553 0.00 0.11 0.09
H 1.11041 0.84172 1.17216 0.05 -0.19 -0.13
H 3.65457 -2.57359 0.08846 0.06 -0.02 0.03
H 8.30537 3.08992 0.13892 0.01 0.09 0.00
H 5.19271 -1.71167 -1.62072 -0.05 0.09 -0.01
H 3.61926 -0.90650 -1.76642 0.14 -0.07 0.02
H -7.07515 1.32349 1.25559 -0.05 -0.13 0.11
H 4.92718 -1.63601 0.90013 -0.02 -0.06 -0.01
H -5.73451 -1.40509 1.63232 0.05 0.09 -0.01
H -3.05810 -1.02509 -1.71562 0.02 -0.18 -0.10
H 6.03411 2.54688 -0.67023 -0.08 0.09 -0.03
H -8.87815 -0.88435 -0.89925 0.07 0.07 -0.07
H 3.32007 0.36753 0.78517 -0.05 0.03 0.11
H -6.74918 -2.13025 -0.61481 0.03 0.08 -0.03
H 6.93602 -1.62041 -0.36914 -0.07 -0.07 -0.01
H 9.16910 -1.07962 0.42433 0.05 -0.06 0.02
```
Forces are in eV/Å.

Computed properties:
Energy relative to the best compared isomer or geometry (same formula, charge and spin) = 1.977 eV
HOMO = -8.6768 eV
LUMO = 0.43 eV
Net charge = 0
Multiplicity = 1
SMILES string = O=C(CCCOc1ccccc1)Nc1ccc(S(=O)(=O)N2CCOCC2)cc1

Atomic partial charges in e from the Mulliken method, atoms 1 to 8:
1 S 1.410
2 O -0.679
3 O -0.418
4 O -0.630
5 O -0.763
6 O -0.479
7 N 0.025
8 N -0.107

A single C2H8P2S molecule in a non-equilibrium geometry. Source: the OMol25 dataset; level of theory: ωB97M-V/def2-TZVPD.

XYZ file:
```
13
Properties=species:S:1:pos:R:3:forces:R:3
S 0.93317 1.15826 0.56078 0.05 1.02 1.11
P -1.03086 0.18695 0.65475 0.83 0.16 0.41
P -2.74546 0.48178 -0.46045 0.40 -0.48 -0.06
C 2.04972 0.84342 -0.83498 1.46 3.66 0.02
C -0.51175 -1.52614 0.34492 -0.68 -0.01 -0.67
H -0.73686 -2.18540 1.14948 0.14 -0.37 0.93
H 3.17041 0.96375 -0.47389 -2.49 -0.32 -0.53
H 1.86152 -0.09801 -1.16074 -0.11 -2.92 -1.20
H 1.87066 1.58412 -1.69333 0.27 -1.07 1.33
H -1.17490 -1.86783 -0.43606 -0.31 -0.06 -0.44
H 0.48894 -1.66259 -0.03681 0.37 0.23 0.34
H -3.07989 1.61097 0.27532 -0.09 0.60 0.32
H -1.09468 0.51073 2.11102 0.17 -0.43 -1.55
```
Forces are in eV/Å.

Computed properties:
Energy relative to the best compared isomer or geometry (same formula, charge and spin) = 1.911 eV
HOMO = -7.6889 eV
LUMO = 0.53 eV
Net charge = 0
Multiplicity = 1
SMILES string = CS[P@H](C)=P

Atomic partial charges in e from the Mulliken method, atoms 1 to 8:
1 S -0.202
2 P 0.170
3 P -0.138
4 C -0.675
5 C -0.980
6 H 0.344
7 H 0.259
8 H 0.241

2 unconnected molecules or ions with the total composition C34H35N5O6Si in a non-equilibrium geometry. Source: the OMol25 dataset; level of theory: ωB97M-V/def2-TZVPD.

XYZ file:
```
81
Properties=species:S:1:pos:R:3:forces:R:3
Si 4.07485 0.60458 -0.12013 -0.97 -0.64 -0.27
O -4.60372 4.70193 5.28226 1.29 -1.80 0.08
O -0.29328 1.22905 4.65759 -2.13 -0.32 -1.48
O -2.20662 3.87508 -0.29603 -1.41 0.10 2.45
O -3.76114 3.07581 6.48801 0.17 0.68 -2.18
O -3.27978 5.28402 0.97273 0.85 -1.96 -0.05
O 2.92031 -0.58360 0.15630 0.10 -0.26 0.26
N -0.37740 -2.29271 0.18042 0.56 -0.34 0.36
N -0.60028 0.83170 3.32808 -1.57 2.16 1.35
N -2.79797 4.14870 0.77241 -0.58 2.16 -3.33
N -3.89933 3.67520 5.40930 -1.59 1.41 2.00
N -1.27369 2.02117 5.22668 -0.20 -0.81 -1.78
C -0.39545 -3.75081 0.28250 0.23 0.19 -0.29
C -3.27973 -0.06976 -0.74380 -0.58 0.67 0.17
C -4.22999 0.06815 0.29390 0.24 -0.08 -0.42
C 0.76549 -4.11543 1.20610 -0.40 -0.41 0.28
C -1.94695 -0.62072 -0.55510 0.66 -1.71 -0.03
C 0.54487 0.99902 -0.46707 -0.21 0.18 -0.63
C -5.83651 0.97023 -1.27903 0.15 0.09 0.24
C -0.44025 1.96996 -2.44644 -0.04 0.27 0.16
C -3.58762 3.71018 2.97700 0.54 -0.39 2.09
C 5.61470 -0.06385 0.68683 0.18 0.10 0.14
C -1.76482 1.51170 3.07007 1.53 -0.52 1.65
C 1.38301 -2.75816 -2.45834 0.32 -0.11 -0.24
C -5.49441 0.59754 0.02772 -0.02 -0.25 -0.27
C -2.24552 1.94514 1.81390 -0.71 1.95 -1.17
C 3.55140 -2.77748 -1.38556 0.10 0.00 -0.41
C 1.79964 -1.12229 -0.53838 0.56 -0.25 -0.14
C 1.66088 -2.87813 1.28966 0.10 0.22 0.24
C 1.10754 0.14073 -2.66775 -0.46 0.09 0.32
C -3.26251 3.18223 4.21474 0.46 -0.56 -1.52
C 4.29722 0.82306 -1.96263 0.26 0.27 -0.17
C -1.59961 -1.66671 0.25377 -1.29 0.85 -1.21
C -2.19547 2.18244 4.26168 1.12 0.62 1.18
C 1.84066 -3.69463 -3.39168 -0.09 0.11 0.38
C -0.22861 1.98221 -1.06569 0.54 0.01 0.21
C 2.25604 -2.26526 -1.48117 -0.21 0.51 0.21
C 0.90744 -1.70783 0.60399 -0.16 -0.36 0.14
C 3.45125 2.16409 0.69151 0.22 0.30 0.10
C -3.62608 0.37377 -2.04015 0.01 -0.35 0.27
C 3.15153 -4.17133 -3.31680 0.03 -0.02 -0.03
C -2.94425 3.18985 1.82544 1.51 -2.53 0.54
C 0.27010 1.09029 -3.25753 0.17 -0.08 0.08
C -4.89494 0.86635 -2.31053 -0.16 -0.22 0.17
C 4.01287 -3.70722 -2.32300 -0.24 0.07 0.31
C 1.09302 0.00307 -1.27503 0.92 0.00 0.18
H 5.04765 -4.05131 -2.24823 -0.40 -0.04 -0.12
H 1.16341 -4.02873 -4.17905 0.24 -0.03 0.22
H 3.25175 1.99956 1.75841 0.09 0.00 -0.16
H 0.36942 -2.35167 -2.53330 0.38 -0.26 0.06
H 0.36001 -4.35779 2.19650 0.17 -0.03 -0.17
H 2.52341 2.52975 0.23546 0.26 -0.12 -0.02
H 1.27914 -5.00559 0.82502 0.06 0.23 0.19
H -0.26612 -4.18472 -0.72014 -0.03 -0.01 0.20
H 3.49754 -4.91934 -4.02756 -0.04 0.21 0.06
H -6.23452 0.66606 0.83173 0.28 0.04 -0.32
H 0.19442 1.12495 -4.34532 -0.02 0.14 0.30
H 0.71241 -0.91783 1.35355 0.11 -0.21 -0.52
H -1.13765 2.68624 -2.87196 0.17 -0.03 -0.03
H -0.65470 2.74742 -0.42899 0.10 -0.21 -0.45
H 4.20239 2.96104 0.60521 -0.13 -0.06 0.08
H -2.89576 0.23377 -2.84330 -0.24 0.20 0.27
H 2.62028 -3.08134 0.80569 -0.23 0.24 0.28
H 5.43494 -0.32181 1.73742 -0.02 0.09 -0.15
H 1.75932 -0.48719 -3.27932 -0.49 0.10 0.20
H -1.22512 -0.42969 -1.35777 -0.46 0.22 0.46
H 0.70147 0.99307 0.61731 -0.14 -0.07 -0.48
H 4.34771 -0.13648 -2.49467 0.03 0.14 0.19
H 3.48771 1.41218 -2.41309 0.18 -0.10 0.16
H -2.38879 -2.21097 0.80687 0.38 0.36 0.06
H -3.95922 -0.26834 1.30020 -0.15 0.16 -0.27
H -1.36803 -4.09460 0.65573 0.11 0.10 0.00
H 6.41110 0.68997 0.65594 -0.04 -0.13 0.04
H -4.23489 4.58397 2.89912 0.14 -0.42 0.06
H 5.98785 -0.96651 0.18932 -0.09 0.16 -0.02
H 1.84910 -2.58219 2.32788 0.10 -0.25 -0.20
H 4.21773 -2.42939 -0.59137 -0.26 -0.02 -0.37
H 5.24143 1.35770 -2.14255 -0.16 -0.09 -0.08
H -1.92379 1.41255 0.90990 0.04 0.67 0.20
H -5.17169 1.10995 -3.33901 0.09 0.07 0.37
H -6.83678 1.34599 -1.48642 0.22 -0.06 0.03
```
Forces are in eV/Å.

Computed properties:
HOMO = -7.5986 eV
LUMO = -2.62 eV
Net charge = 0
Multiplicity = 1
SMILES string = C[Si](C)(C)OC(c1ccccc1)(c1ccccc1)[C@@H]1CCCN1/C=C/c1ccccc1.O=[N+]([O-])c1cc([N+](=O)[O-])c2nonc2c1

Atomic partial charges in e from the Mulliken method, atoms 1 to 8:
1 Si 0.477
2 O -0.579
3 O -0.118
4 O -0.606
5 O -0.545
6 O -0.620
7 O -0.319
8 N 0.518

| no. | Kohn-Sham gap (eV) |
| --- | --- |
| 1 | 9.1 |
| 2 | 8.2 |
| 3 | 5.0 |